# 1
105
Properties=species:S:1:pos:R:3:forces:R:3 method="wB97M-V/def2-TZVPD" total_charge=-1 spin_multiplicity=1
C 4.0844 0.4414 -0.8827 -0.01 0.17 0.00
H 1.3370 4.5362 -0.3159 0.01 -0.02 -0.06
H -0.0532 -3.9214 -5.0520 0.00 -0.01 -0.01
C 1.6415 -3.8080 -3.9530 -0.09 0.17 0.26
C -3.4456 1.0757 0.0569 0.02 0.06 -0.07
Bi 0.4119 0.7929 -1.0058 0.17 0.55 -0.55
C 5.3916 -0.0375 -0.7933 0.07 -0.05 -0.04
H 4.9006 -3.5513 4.4422 -0.02 -0.02 0.02
C 3.9658 -3.2422 3.9904 0.00 -0.01 -0.09
C 1.3166 4.3303 -1.3912 -0.11 -0.03 0.11
H 1.9964 -4.5577 -5.8155 0.01 0.01 -0.03
H 0.2173 2.9722 1.9122 0.14 -0.04 0.01
C -1.2083 -5.5624 1.0532 0.01 -0.01 0.00
C -2.4234 0.5123 2.6341 0.21 -0.08 -0.21
H 0.7758 0.9466 -4.0104 0.01 0.05 -0.10
C 5.9944 -0.1222 0.4430 -0.01 -0.01 0.01
O -1.9251 -2.2387 -3.2383 0.07 0.31 0.05
H 5.8863 -0.3260 -1.7100 -0.02 0.01 0.03
H -3.1793 -1.2321 3.6318 -0.10 -0.01 -0.02
C 1.5563 -2.4055 2.7928 0.04 -0.03 -0.09
H -1.1120 -0.6210 -4.9564 0.03 0.01 -0.06
N 3.3889 0.8137 0.1839 -0.17 -0.11 -0.05
H -1.7626 0.9838 3.3674 -0.04 0.03 0.00
H -6.4682 -0.4734 0.0960 0.03 0.00 -0.01
C -3.0999 4.8875 2.2878 -0.04 -0.03 0.00
C -0.6558 -3.2110 1.1439 0.03 0.02 -0.04
H -1.0874 5.0998 -0.3341 -0.03 -0.03 0.02
H -2.8120 2.4763 -1.4084 -0.02 0.06 -0.07
P 0.0928 -1.7033 1.9115 0.00 -0.47 0.13
H 0.9192 -0.6341 -3.5910 0.09 0.07 -0.15
H 0.7091 3.0240 -3.6343 -0.02 0.03 0.00
C -1.6343 -1.0642 -2.9032 -0.02 -0.26 -0.33
O 4.0368 -0.0724 -3.1683 -0.04 0.03 -0.04
C 5.2596 0.2330 1.5642 0.00 0.02 0.13
C -1.3082 -3.0327 -0.0770 0.16 0.12 0.17
C -5.8731 0.9928 -1.3503 0.06 -0.01 0.00
H 1.5873 5.2494 -1.9273 -0.04 -0.06 0.03
H 0.1988 5.2183 2.9503 -0.02 -0.04 -0.02
O -1.6954 -0.5787 -1.7477 0.08 0.27 -0.02
N -0.4339 2.5957 -1.0939 0.23 0.23 -0.08
H 1.2817 -1.2874 4.6120 0.07 0.07 -0.06
H -6.8131 0.9646 -1.8881 0.01 0.00 0.00
C -3.6426 1.8606 -1.0841 0.18 -0.09 0.12
H -1.3476 -2.0409 -0.5266 -0.03 -0.33 0.05
H 3.2106 1.5121 4.3590 -0.12 -0.02 0.04
C -4.4751 0.2293 0.4565 -0.03 0.00 -0.01
H 4.2338 -4.4251 2.2160 0.01 0.04 -0.01
H -4.0382 5.4228 2.3806 0.02 -0.02 -0.01
C -4.8412 1.8223 -1.7759 0.02 0.04 -0.03
H 2.0519 3.5572 -1.6126 0.06 0.01 -0.02
C 2.4157 -3.3014 2.1469 -0.10 -0.02 -0.14
C -1.0869 -1.5505 3.3420 0.06 0.09 -0.15
H 7.0185 -0.4595 0.5449 -0.03 -0.05 -0.01
H -0.8582 5.8611 -1.9231 -0.04 -0.02 0.03
C 3.4654 0.5637 -2.2806 -0.03 0.03 -0.30
H -1.1651 -6.5497 1.4972 0.00 -0.02 0.02
H -0.0131 4.6335 -3.8216 0.01 -0.06 -0.02
H 3.3063 -4.5893 -4.7333 0.05 0.03 0.01
O 2.4522 1.3214 -2.4215 -0.03 -0.24 0.60
C 3.1222 -2.3629 4.6505 -0.01 0.04 -0.01
C -0.7275 4.7680 2.6101 0.00 0.07 0.05
C -2.4329 -1.0016 2.8679 0.13 0.04 -0.09
H -1.6303 0.7949 -4.0035 0.02 0.01 0.04
H -2.1143 4.6234 -1.6953 0.05 0.03 0.01
C -0.0864 3.8301 -1.7867 0.11 -0.13 -0.14
C -1.9238 5.4667 2.7368 0.04 -0.04 -0.03
H -1.0632 3.2098 -3.6283 0.02 0.03 0.03
N 2.3161 -3.4590 -2.9006 0.46 -0.17 0.04
O 1.9127 0.9815 2.5879 -0.06 0.18 -0.05
H -2.2793 -6.2207 -0.6890 -0.01 -0.01 0.00
C -1.8921 2.9145 1.5813 0.01 0.10 -0.07
N 1.7221 -2.0895 -0.9308 0.05 -0.34 -0.56
C -0.1179 3.6654 -3.3182 0.04 -0.07 0.06
O 3.8424 1.3539 3.6461 0.24 -0.01 0.03
H -3.4217 0.9222 2.7908 -0.01 0.10 0.07
C -0.7129 3.5075 2.0358 -0.09 -0.11 -0.12
H -2.3955 -3.9433 -1.6802 0.07 0.09 0.04
C 3.9631 0.6841 1.3803 0.08 -0.08 -0.13
C -1.0528 -0.1304 -3.9832 0.05 -0.14 0.10
C 3.5975 -3.7202 2.7380 0.00 0.02 0.07
C 3.1129 1.0166 2.5602 -0.30 -0.02 -0.02
H -1.2210 -2.5225 3.8202 0.08 -0.05 0.04
H -1.9360 6.4556 3.1800 0.01 -0.01 -0.02
N 2.3091 -4.5919 -4.8611 -0.07 -0.06 -0.03
H -0.6606 -0.8600 4.0744 -0.04 -0.03 0.01
H -0.1568 -4.6417 2.6734 0.08 -0.02 0.01
H -4.9720 2.4388 -2.6585 0.01 0.00 0.03
C -5.6792 0.1901 -0.2396 -0.04 -0.03 0.02
H -4.3579 -0.4195 1.3136 -0.05 0.06 -0.02
H -2.7373 -1.5221 1.9546 -0.02 -0.12 0.09
H 3.3906 -1.9859 5.6310 -0.02 -0.02 0.00
C -0.6313 -4.4865 1.7114 -0.02 0.09 0.03
P -1.8369 1.1761 0.9654 -0.92 0.15 0.80
C -1.8372 -5.3759 -0.1741 0.05 0.04 0.12
C -1.8991 -4.1078 -0.7315 -0.10 -0.14 0.01
C -1.1005 4.9228 -1.4110 -0.04 -0.09 0.02
N 0.3091 0.1753 -3.5585 -0.16 -0.13 0.35
H 5.6638 0.1532 2.5633 0.02 0.03 -0.03
H -0.3032 -3.0765 -3.5971 0.13 0.03 -0.09
H -4.0118 3.1730 1.3765 0.01 0.04 0.01
C -3.0849 3.6166 1.7215 0.02 0.03 -0.02
C 1.9133 -2.7209 -1.8908 -0.17 0.14 0.24
H 2.1501 -3.6791 1.1657 0.01 0.09 0.02
N 0.3747 -3.4974 -4.2479 -0.33 0.07 0.07
C 1.9312 -1.9555 4.0597 -0.05 -0.02 0.08



# 2
107
Properties=species:S:1:pos:R:3:forces:R:3 method="wB97M-V/def2-TZVPD" total_charge=+2 spin_multiplicity=1
H 3.9773 3.5602 -1.1366 0.14 0.01 0.05
C 1.3949 1.2151 -3.2519 0.97 -0.31 0.14
H -0.7793 -1.2153 6.9181 -0.10 -0.03 -0.07
H -0.7233 2.7870 4.7690 0.00 -0.06 0.09
H 3.3378 6.0308 -0.5283 -0.04 0.02 0.05
O -1.1041 -2.4932 0.6462 0.02 -0.35 -0.05
S -2.2438 0.0769 -0.7786 0.26 -0.30 0.53
H 3.4716 -0.1792 3.2412 0.02 -0.05 -0.04
C 2.6470 5.2286 -0.7916 0.11 -0.11 -0.16
N 1.6649 2.2333 -1.2803 -0.48 -0.12 -0.42
H 1.7256 5.3897 -0.2266 0.04 0.06 0.08
N -3.7521 -1.3802 1.1630 -0.02 -0.36 0.12
H -2.6074 -2.4517 5.5173 -0.04 -0.30 0.14
C -4.6334 -3.7019 -1.6023 0.05 0.16 0.03
H 3.2535 5.1804 -2.8710 0.06 -0.04 -0.08
C 0.8148 -3.6934 2.1699 -0.43 0.28 -0.27
H 0.7956 -3.3177 4.2662 0.07 0.04 0.21
C -3.0721 -1.4291 -1.1302 -0.45 -0.04 0.24
H 4.5470 -6.3289 3.2613 0.06 -0.05 0.00
C 2.7748 -4.6951 1.2633 -0.12 -0.03 0.13
Ti -1.8106 -0.7048 1.4150 -0.42 0.88 -2.35
C -1.5154 1.3413 3.3974 0.21 0.82 0.10
C -4.9719 -0.8015 3.1978 0.07 0.14 0.12
H 0.0614 1.9179 -6.5358 -0.03 -0.17 -0.06
C 3.0239 -0.0909 -4.3660 0.06 -0.03 -0.01
C 1.9470 -1.3481 -0.6291 -0.28 0.34 0.09
C -2.2071 3.5028 1.9942 -0.03 -0.02 0.30
H 1.6075 4.5920 -2.5946 -0.06 -0.05 -0.11
H -4.0081 -3.5072 -3.6306 -0.03 -0.02 -0.03
H 3.0771 -4.2519 4.6005 0.01 0.00 0.11
H -4.4453 0.1472 3.0802 -0.16 -0.18 0.12
C -1.2029 2.6317 3.8132 0.07 -0.87 -0.09
S -0.7468 -2.8872 2.0431 0.67 -1.79 0.59
H 4.4173 -1.1875 2.1911 0.02 0.05 0.03
N 0.4136 -0.0991 0.6941 0.19 -0.50 -0.19
H 0.0480 4.7845 -5.4745 0.10 0.01 0.06
N -2.0871 1.1127 2.1677 -0.12 2.09 1.11
C -0.0271 2.9964 -6.6439 0.11 0.17 0.19
H 3.8334 4.0441 0.5560 0.08 -0.07 -0.01
H -0.0142 -0.7078 -1.2461 0.07 -0.13 0.11
C -2.1091 -1.5380 5.2691 0.05 0.03 -0.03
O -0.5090 -1.5359 2.6603 0.10 -0.11 0.33
N -1.1613 -0.9501 6.0209 -0.30 -0.10 -0.39
H 1.9540 6.3121 -2.5136 -0.06 0.06 -0.12
C -5.4562 -2.8825 1.9111 0.13 -0.07 -0.21
H 3.3270 -0.7044 -5.1993 0.03 -0.06 -0.10
H 5.2352 -5.5156 1.8566 0.08 -0.03 -0.09
H -0.9774 3.2217 -7.1211 -0.11 -0.04 -0.10
H 1.4402 3.1939 0.5194 0.07 -0.19 -0.06
C 2.6050 -0.7057 1.4456 -0.66 0.23 -0.61
C -4.6656 -1.7253 2.0692 -0.47 -0.02 0.33
C 1.5052 -4.1713 1.0748 -0.21 -0.07 -0.15
N -0.7556 0.1751 5.4366 0.44 0.82 -0.29
H 1.1325 0.4753 2.5432 0.02 -0.11 0.04
H 4.9284 -0.2558 -3.4047 0.12 -0.05 -0.01
C -1.0680 3.3633 -4.3410 0.25 -0.03 0.05
C 1.3695 -3.7084 3.4396 -0.01 -0.01 0.29
C -0.9670 1.9676 -3.7141 -0.56 0.37 -0.32
H -6.0479 -0.6195 3.2083 -0.01 0.01 -0.10
H 1.0343 3.4763 -4.8333 0.07 0.13 0.04
C -5.3803 -3.6245 0.7649 0.08 0.27 0.08
H 3.3195 -5.0777 0.4153 0.08 -0.06 -0.11
Se -0.9220 3.2612 -0.7464 -0.09 0.45 0.03
C 4.6820 -5.3614 2.7764 0.10 -0.08 -0.01
C 2.6350 -4.2287 3.6157 -0.28 0.04 -0.10
C 0.0733 3.7078 -5.2996 -0.22 -0.09 -0.07
H -2.5620 4.3775 1.4634 0.02 -0.07 -0.09
C 3.2758 3.8960 -0.3704 -0.32 0.04 0.07
C -3.1761 -1.9595 -2.3996 0.10 0.08 0.40
N 0.2185 1.8350 -2.8988 0.41 -0.02 0.44
C -4.5886 -3.1535 -0.3037 0.42 0.40 0.11
N -2.3316 -0.8175 4.1965 0.14 0.44 -0.11
H -5.9709 -4.5176 0.6262 -0.12 -0.08 0.06
H 1.0379 -4.1368 0.1027 0.09 -0.02 -0.19
H -1.8365 1.7876 -3.0744 0.13 -0.03 -0.12
C -3.7760 -2.0181 -0.0528 -0.55 -0.57 -1.21
H -2.6837 -1.4629 -3.2218 0.08 0.03 -0.08
H -3.0772 2.0832 0.6053 0.30 -0.01 0.19
C -3.9451 -3.1072 -2.6292 -0.07 -0.17 0.07
H 4.3103 1.1207 -1.4577 0.08 0.05 0.10
C 0.7249 -0.7163 -0.4573 0.14 0.10 -0.34
C 3.6025 0.9406 -2.2507 -0.15 0.13 0.04
C 2.3177 1.4660 -2.2170 0.05 -0.31 -0.81
H 5.2720 -4.7425 3.4477 0.11 0.02 0.05
H -0.9258 1.2012 -4.4875 0.00 -0.07 0.06
H 2.1878 -1.8598 -1.5504 -0.08 0.01 -0.14
H 2.7353 1.9737 0.4649 -0.06 0.03 -0.09
N 3.5583 -0.7040 2.3896 0.31 0.06 0.47
C -2.4749 2.2213 1.4994 -0.33 -0.28 -0.21
H 1.0463 0.2107 -5.1320 -0.10 0.01 -0.14
H -6.1455 -3.1541 2.6961 -0.01 0.05 0.09
C 3.3481 -4.7434 2.5319 -0.19 0.08 -0.08
H -4.7113 -1.2407 4.1581 -0.06 0.04 -0.02
C 0.3951 2.4216 -1.6999 -0.41 0.25 0.43
N -1.5169 3.7021 3.0985 -0.28 0.39 -0.30
H -2.0174 3.4152 -4.8730 -0.13 0.04 -0.01
C 2.2547 2.7885 -0.0877 0.48 0.30 0.48
H -1.1022 4.1044 -3.5368 -0.08 -0.13 -0.02
C 3.9375 0.1643 -3.3422 0.04 -0.05 -0.02
O -1.8268 -3.5635 2.6935 0.36 -0.37 0.13
C 2.3486 5.3258 -2.2837 -0.05 0.07 0.19
N 2.8642 -1.3749 0.3171 0.26 0.14 0.42
H 0.7687 3.3310 -7.3046 0.05 -0.05 -0.10
H -5.2688 -4.5568 -1.7758 0.01 -0.13 -0.06
C -1.4726 0.2370 4.3326 -0.22 -0.96 1.06
C 1.3590 -0.0492 1.6213 0.46 0.09 0.03
C 1.7431 0.4246 -4.3392 -0.13 0.07 0.10



# 3
98
Properties=species:S:1:pos:R:3:forces:R:3 method="wB97M-V/def2-TZVPD" total_charge=-2 spin_multiplicity=1
H 1.4667 5.0880 -1.4952 -0.04 0.00 0.02
C 1.1156 0.3038 -1.3236 -0.31 0.34 0.20
C 0.3481 3.2914 -1.1197 -0.07 0.11 0.05
H -3.8898 -0.1685 -1.5410 0.01 -0.01 0.06
C -1.8731 2.5779 3.2516 0.02 -0.08 0.00
C 1.8514 1.5655 1.5242 -0.01 0.05 -0.02
H 2.6860 -2.8225 6.6810 0.00 0.01 0.00
H 2.8048 -1.9841 -0.0256 0.05 0.13 0.14
H -1.1171 1.6987 1.4560 -0.04 0.02 0.00
H -1.0574 -1.8460 -2.5437 0.01 -0.08 0.02
C 3.3131 2.6933 -1.2515 0.12 -0.04 0.09
C -1.2678 -3.8048 -1.7185 0.02 -0.07 -0.11
C -2.2647 -0.4187 -0.1472 -0.08 0.04 -0.09
H 2.9372 1.6592 1.6449 -0.08 -0.04 -0.02
C -1.8366 3.5880 -0.3626 0.12 -0.14 0.02
C -0.8738 0.3584 3.1072 -0.01 0.13 -0.13
C -1.7308 1.2160 5.2152 0.03 -0.03 -0.03
H -2.1660 3.4999 2.7611 0.03 -0.01 -0.02
C -2.1142 2.4020 4.6121 0.03 -0.02 -0.05
H -5.5776 -1.3214 -0.1951 0.02 -0.01 0.01
C -1.9350 -0.9785 1.0991 -0.06 -0.03 0.13
H 4.1107 2.0098 -1.5642 -0.07 0.10 0.01
H 3.4670 -0.7977 5.4727 0.02 0.02 0.00
H 1.2738 0.0247 -4.9821 -0.02 -0.08 0.06
H 1.3952 1.5264 2.5137 0.05 0.01 -0.03
H -2.7586 3.1020 -0.0545 0.05 0.00 -0.04
C -0.0448 -2.7747 1.2011 0.16 0.18 0.10
C 2.1810 -2.4900 5.7813 -0.06 0.00 -0.06
C 1.5965 2.4629 -3.6122 -0.07 -0.12 -0.14
H 0.5997 2.3357 -4.0459 0.12 0.02 0.01
H -0.4030 6.5953 -0.8374 0.00 0.00 0.00
C 0.5187 4.6799 -1.1609 -0.08 -0.04 0.05
H 3.1342 -2.0553 -4.9936 -0.07 -0.04 0.09
H -1.9109 1.0652 6.2747 0.00 -0.02 -0.01
C 0.8693 -1.6294 3.4265 0.03 0.10 0.02
H -0.2871 -2.7229 0.1414 0.01 0.07 0.34
H 3.8884 0.0696 -3.2861 -0.07 -0.12 0.08
C 0.6898 -0.5177 -4.2300 -0.09 0.18 0.10
H -2.6426 -2.0484 2.8331 -0.02 0.00 0.00
C -4.2156 -1.7670 1.4133 0.05 0.04 -0.06
C -4.6936 3.7774 -2.2986 0.15 -0.24 -0.23
H 1.4887 2.4826 1.0529 0.01 -0.03 0.07
Si 1.4339 0.0266 0.4633 0.26 -0.04 -0.14
H 2.8681 -1.6490 1.7154 0.05 0.02 -0.11
C -0.5228 5.5183 -0.7981 0.01 -0.07 0.00
Si 1.6222 1.9934 -1.7794 -0.02 -0.03 -0.01
H 0.9605 -3.1830 1.3357 -0.07 0.04 0.02
C -4.1952 2.9322 -3.3262 -0.13 0.17 -0.03
H -2.5991 3.1810 5.1899 0.01 0.00 -0.01
C 3.6221 -0.6744 -2.5174 0.08 0.09 0.18
C 2.8649 -1.1885 0.7247 0.01 -0.18 0.08
Si 1.8197 -1.2362 -2.8670 -0.01 -0.25 -0.39
H 1.2745 -5.7400 -0.5990 -0.02 0.04 0.00
H 2.5736 -3.8107 -1.3862 -0.05 -0.02 -0.02
H 3.4978 3.6603 -1.7356 -0.03 -0.07 0.03
H 0.2193 -1.3641 -4.7449 0.07 0.07 0.09
H 3.2432 -3.2912 -3.7315 -0.07 0.08 -0.05
H 3.3966 2.8313 -0.1716 0.03 0.01 -0.09
H 1.7665 -3.1492 -4.6940 0.08 0.06 0.04
Zn -0.9198 0.5788 -1.2651 0.11 -0.14 0.32
C -3.5944 -0.5792 -0.5775 0.04 0.04 0.06
H 0.7290 -4.0721 5.8063 0.00 0.01 -0.01
H -1.1961 -5.7599 -0.8265 0.00 -0.01 0.01
C -1.2767 1.5633 2.5193 0.00 -0.03 0.04
N -5.2698 3.0711 -5.6646 0.00 -0.01 0.00
H 1.8880 3.5151 -3.7103 -0.03 -0.05 0.01
C 0.8662 -2.6610 -2.0221 0.05 -0.12 0.05
H -4.9555 -2.2719 2.0251 -0.01 -0.01 0.01
H -0.3931 -3.3357 3.7549 0.06 0.02 0.02
H -2.5859 5.5777 -0.1310 0.03 -0.05 -0.04
C -2.9092 -1.6365 1.8600 0.05 0.03 -0.06
C 2.5594 -2.5669 -4.2021 0.05 -0.10 -0.08
C 1.0889 -3.1903 5.2865 0.03 0.06 -0.03
P -0.1791 -1.0176 1.8888 -0.24 -0.16 -0.03
H -2.3488 -3.7942 -1.8102 0.03 0.03 0.03
C -3.0974 2.0898 -3.0820 -0.40 0.27 -0.31
C -1.7343 4.9644 -0.3976 0.06 0.11 0.04
C 1.9575 -0.9299 3.9553 -0.01 -0.05 0.05
C -0.5289 -2.7007 -2.1295 0.08 -0.03 -0.15
N -5.1066 4.4723 -1.4708 0.03 -0.01 -0.01
C -4.5610 -1.2352 0.1759 0.07 -0.01 0.02
C 2.6153 -1.3569 5.1030 -0.09 -0.04 -0.05
C 1.4898 -3.7885 -1.4725 -0.10 0.03 -0.10
C -1.1059 0.2130 4.4724 -0.02 0.05 0.01
C -0.6235 -4.9045 -1.1659 0.05 0.02 -0.12
H -0.7675 -3.4495 1.6628 -0.02 0.01 0.01
C -4.7817 3.0008 -4.6188 0.19 -0.05 0.33
H 4.3265 -1.5089 -2.6227 -0.09 0.10 -0.01
H -0.0973 0.1498 -3.8709 0.09 -0.05 -0.11
N -2.1902 1.3978 -2.9011 0.23 -0.14 0.22
H 3.7620 -0.2092 -1.5419 0.01 -0.02 -0.15
H 2.3112 -0.0328 3.4633 -0.02 -0.02 0.02
N -0.8257 2.7828 -0.7050 -0.08 0.07 -0.13
C 0.7612 -4.8894 -1.0376 -0.02 0.01 -0.12
H 2.2996 1.8562 -4.1917 -0.05 0.09 0.03
H 3.8196 -0.6666 0.5878 -0.10 -0.02 0.00
H -0.8034 -0.6929 4.9830 -0.01 0.01 0.01
C 0.4555 -2.7655 4.1214 0.02 -0.06 0.02



no.,Kohn-Sham gap (eV),total energy (eV)
1,6.8,-91453.874
2,4.6,-176972.629
3,6.4,-131617.681